#w
Entry from the Open Molecules 2025 dataset: a cluster of 2 separate species, C5H8ClN in total (ωB97M-V with the def2-TZVPD basis set).

Structure (XYZ):
```
15
C5H8ClN (ωB97M-V with the def2-TZVPD basis set)
C -0.19893 -2.73772 1.12407
C -0.90473 -1.78605 0.56723
C 0.15931 0.33089 -0.23935
C 1.50363 -0.05160 -0.64472
C -0.74982 2.59974 -0.35893
N -0.67219 1.19423 -0.10972
Cl -2.57664 -1.69999 0.34276
H -0.62112 -3.65008 1.52849
H 0.87176 -2.63147 1.20892
H 1.94169 0.71038 -1.29643
H 1.49091 -1.01136 -1.15753
H 2.11549 -0.15292 0.24982
H -0.54217 3.12542 0.57438
H -1.77148 2.82560 -0.66271
H -0.04572 2.93494 -1.12629
```

Summary:
Kohn-Sham gap (alpha / beta) (eV): 8.01 / 8.01
Spin multiplicity: 1
E_HOMO (alpha / beta) (eV): -7.4 / -7.4
LUMO energy (alpha / beta) (eV): 0.6 / 0.6

#x
Entry from the Open Molecules 2025 dataset: a cluster of 2 separate species, C5H8ClN in total (ωB97M-V with the def2-TZVPD basis set).

Structure (XYZ):
```
15
C5H8ClN (ωB97M-V with the def2-TZVPD basis set)
C 0.03624 -3.52701 -0.26601
C 0.29696 0.75025 -0.19873
C -1.79546 -2.20650 -1.20882
C 0.13222 2.10859 -0.79585
C -0.49027 0.24020 0.72872
N -0.78078 -2.80091 -0.89470
Cl -1.95963 -1.23610 -2.57453
H 1.13231 0.17575 -0.58228
H 0.12103 -4.57874 -0.48691
H 0.00543 2.03063 -1.87731
H 1.02225 2.71067 -0.60889
H -0.73306 2.61718 -0.37573
H 0.68107 -3.09391 0.48277
H -0.33460 -0.74832 1.12992
H -1.33218 0.78314 1.12662
```

Summary:
Kohn-Sham gap (eV): 8.63
Spin multiplicity: 1
E_HOMO (eV): -8.3
LUMO energy (eV): 0.4

#x comes first in stability; the runner-up is 0.0353 hartree higher.

#w
Entry from the Open Molecules 2025 dataset: a cluster of 2 separate species, C2H6NP in total (ωB97M-V with the def2-TZVPD basis set).

Structure (XYZ):
```
10
C2H6NP (ωB97M-V with the def2-TZVPD basis set)
C 1.08796 0.14149 0.67258
N 1.90857 -0.83201 0.54908
C 1.80303 0.15310 -0.58158
H 0.62067 0.74696 1.44290
H 1.49274 -0.06165 -1.64322
H 2.50498 1.01109 -0.48390
P -2.74490 0.17448 0.11586
H -1.98070 -0.35062 1.13422
H -3.06116 -1.16040 -0.35902
H -1.63118 0.17756 -0.84693
```

Summary:
Kohn-Sham gap (eV): 10.88
Spin multiplicity: 1
Structure (SMILES): C1=NC1.P
E_HOMO (eV): -10.0
LUMO energy (eV): 0.9

#x
Entry from the Open Molecules 2025 dataset: a cluster of 2 separate species, C2H6NP in total (ωB97M-V with the def2-TZVPD basis set).

Structure (XYZ):
```
10
C2H6NP (ωB97M-V with the def2-TZVPD basis set)
C -0.44581 0.45320 -1.24557
C 0.44651 0.18332 1.50284
N 0.09095 -0.83061 -0.92015
P -0.92923 -0.30284 0.34549
H 0.32993 1.21419 -1.26316
H -1.20849 0.58620 -2.00529
H 1.17283 -0.62766 1.50027
H 0.03928 0.29493 2.50545
H 0.93206 1.10839 1.19852
H -0.42803 -2.07912 -1.61840
```

Summary:
Kohn-Sham gap (eV): 9.41
Spin multiplicity: 1
E_HOMO (eV): -9.0
LUMO energy (eV): 0.4

#x comes first in stability; the runner-up is 0.0166 hartree higher.

#w
Entry from the Open Molecules 2025 dataset: a cluster of 3 separate species, C2H6NP in total (ωB97M-V with the def2-TZVPD basis set).

Structure (XYZ):
```
10
C2H6NP (ωB97M-V with the def2-TZVPD basis set)
C -0.31786 0.95517 -1.18015
C -0.75391 -0.67743 0.69404
N -0.32780 0.42917 0.15475
P 0.49350 1.83527 0.22859
H 0.16760 0.33291 -1.99118
H -1.20306 1.40377 -1.41016
H 1.77041 -1.19812 1.09992
H -0.54898 -0.80601 1.75818
H -1.39238 -1.50835 0.28785
H 2.11248 -0.76636 0.35815
```

Summary:
Kohn-Sham gap (alpha / beta) (eV): 7.63 / 7.63
Spin multiplicity: 1
E_HOMO (alpha / beta) (eV): -7.1 / -7.1
LUMO energy (alpha / beta) (eV): 0.5 / 0.5

#x
Entry from the Open Molecules 2025 dataset: a structure of composition C2H6NP (ωB97M-V with the def2-TZVPD basis set).

Structure (XYZ):
```
10
C2H6NP (ωB97M-V with the def2-TZVPD basis set)
C 0.31138 0.11529 -0.10536
C 0.30026 -0.94578 -1.06536
N 1.29205 0.74681 0.27764
P -1.90121 0.62889 0.82618
H -0.24141 -1.74059 -0.69373
H 1.42282 -1.29740 -1.13924
H -0.03313 -0.64635 -2.06507
H 1.47187 1.43208 0.91883
H -1.35611 1.84582 1.28152
H -1.26654 -0.13878 1.76459
```

Summary:
Kohn-Sham gap (eV): 8.60
Spin multiplicity: 1
E_HOMO (eV): -8.1
LUMO energy (eV): 0.5

#y
Entry from the Open Molecules 2025 dataset: a cluster of 2 separate species, C2H6NP in total (ωB97M-V with the def2-TZVPD basis set).

Structure (XYZ):
```
10
C2H6NP (ωB97M-V with the def2-TZVPD basis set)
C 1.42609 -0.26478 0.48360
C -0.69608 1.24290 -0.84728
N -1.63638 0.59070 -0.46180
P -2.76727 -0.30723 0.32291
H 1.63484 0.00220 -0.52854
H 0.63826 0.37378 0.91445
H 2.34318 -0.29568 1.07145
H -0.28178 1.26107 -1.86467
H 1.16210 -1.33726 0.45308
H -1.82297 -1.26569 0.45679
```

Summary:
Kohn-Sham gap (alpha / beta) (eV): 7.85 / 7.85
Spin multiplicity: 1
E_HOMO (alpha / beta) (eV): -7.9 / -7.9
LUMO energy (alpha / beta) (eV): 0.0 / 0.0

#x comes first in stability; the runner-up is 0.0069 hartree higher.

#w
Entry from the Open Molecules 2025 dataset: a cluster of 2 separate species, C2H5NS2 in total (ωB97M-V with the def2-TZVPD basis set).

Structure (XYZ):
```
10
C2H5NS2 (ωB97M-V with the def2-TZVPD basis set)
C -0.31269 0.25887 -0.42719
C 2.08191 0.74875 0.49719
N -2.09301 -1.59611 -0.61462
S -1.40128 1.32831 0.42877
S -1.31083 -0.82345 0.46667
H -0.26666 -0.05588 -1.43071
H 1.57756 1.15506 1.29232
H 2.09014 1.39609 -0.38814
H 2.52331 -0.30392 0.40445
H -2.88846 -2.10771 -0.22874
```

Summary:
Kohn-Sham gap (alpha / beta) (eV): 8.39 / 7.82
Spin multiplicity: 1
E_HOMO (alpha / beta) (eV): -8.4 / -8.5
LUMO energy (alpha / beta) (eV): 0.0 / -0.7

#x
Entry from the Open Molecules 2025 dataset: an isolated molecule of C2H5NS2 (ωB97M-V with the def2-TZVPD basis set).

Structure (XYZ):
```
10
C2H5NS2 (ωB97M-V with the def2-TZVPD basis set)
C -1.54329 0.77593 -0.01233
S -1.00798 -0.88344 -0.07610
N 0.55215 -0.94321 -0.39059
C 1.57631 -0.80769 0.50782
S 3.10135 0.02623 -0.14849
H -1.62222 1.50279 -0.88537
H -0.66160 1.33515 0.27802
H -2.51267 1.22867 0.63858
H 0.72736 -1.21175 -1.42896
H 1.39058 -1.02267 1.51742
```

Summary:
Kohn-Sham gap (eV): 8.01
Spin multiplicity: 1
Structure (SMILES): CSNC=S
E_HOMO (eV): -8.7
LUMO energy (eV): -0.7

#x comes first in stability; the runner-up is 0.0898 hartree higher.

#w
Entry from the Open Molecules 2025 dataset: an isolated molecule of C2H2F3OP (ωB97M-V with the def2-TZVPD basis set).

Structure (XYZ):
```
9
C2H2F3OP (ωB97M-V with the def2-TZVPD basis set)
O -2.59392 0.42497 0.78293
P -0.83678 0.16012 0.58097
C -0.05081 -0.12533 -0.82007
C 1.41276 -0.13659 -0.65391
F 1.89779 -1.42941 -0.67070
F 1.96121 0.49741 -1.65887
F 1.92498 0.38621 0.52928
H -3.08380 -0.02720 0.00689
H -0.63143 0.24982 1.90347
```

Summary:
Kohn-Sham gap (eV): 9.72
Spin multiplicity: 1
Structure (SMILES): O[PH]#CC(F)(F)F
E_HOMO (eV): -10.2
LUMO energy (eV): -0.5

#x
Entry from the Open Molecules 2025 dataset: an isolated molecule of C2H2F3OP (ωB97M-V with the def2-TZVPD basis set).

Structure (XYZ):
```
9
C2H2F3OP (ωB97M-V with the def2-TZVPD basis set)
O -1.62003 1.34539 -1.28823
P -0.34259 1.00700 -0.43501
C -0.51596 -0.38108 0.30547
C 0.77895 -1.03853 0.73840
F 1.19424 -2.09612 -0.02515
F 1.76662 -0.15050 0.76682
F 0.68846 -1.51277 1.93179
H -2.41900 0.69578 -1.16295
H 0.46929 2.13084 -0.83115
```

Summary:
Kohn-Sham gap (eV): 9.48
Spin multiplicity: 1
Structure (SMILES): O[PH]#CC(F)(F)F
E_HOMO (eV): -9.6
LUMO energy (eV): -0.2

#x comes first in stability; the runner-up is 0.0062 hartree higher.

#w
Entry from the Open Molecules 2025 dataset: a structure of composition C3H10NO2 (ωB97M-V with the def2-TZVPD basis set).

Structure (XYZ):
```
16
C3H10NO2 (ωB97M-V with the def2-TZVPD basis set)
C -1.54680 -0.28666 -0.34629
C -0.02396 -0.56947 -0.05001
C 1.03201 0.34390 -0.63484
O 2.21385 0.49850 0.08777
N -2.55036 -1.36690 0.06300
H -1.60233 -0.43105 -1.43842
H -1.90485 0.71660 -0.01760
H -0.00176 -0.61809 1.10885
H 0.12876 -1.57896 -0.42070
H 0.57255 1.24876 -1.08214
H 1.44453 -0.06938 -1.56859
H -2.07760 -2.07472 0.62499
H -2.64385 -1.82138 -0.84818
H 2.31103 1.55984 0.74410
H 2.01981 2.05602 2.22533
O 2.62896 2.39299 1.55273
```

Summary:
Kohn-Sham gap (eV): 7.29
Spin multiplicity: 1
Total charge: -1
E_HOMO (eV): -3.5
LUMO energy (eV): 3.8

#x
Entry from the Open Molecules 2025 dataset: a cluster of 2 separate species, C3H10NO2 in total (ωB97M-V with the def2-TZVPD basis set).

Structure (XYZ):
```
16
C3H10NO2 (ωB97M-V with the def2-TZVPD basis set)
C 0.92550 1.31510 0.77569
N -0.23048 0.45316 0.41411
C 0.25755 -0.64129 -0.41800
C 0.30516 -0.29343 -2.02057
O 1.09694 0.69696 -2.30683
H 0.63450 2.27169 1.19951
H 1.49258 1.49967 -0.14615
H 1.55739 0.80706 1.50947
H -0.79441 1.06010 -0.17681
H -0.38929 -1.52206 -0.30930
H 1.28393 -0.95786 -0.22009
H -0.77218 -0.18595 -2.35723
H 0.61143 -1.34491 -2.39114
H -1.93113 -1.80389 2.39470
H -1.68202 -0.40513 1.82281
O -2.36547 -0.94922 2.22982
```

Summary:
Kohn-Sham gap (eV): 6.48
Spin multiplicity: 1
Total charge: -1
E_HOMO (eV): -2.4
LUMO energy (eV): 4.0

#x comes first in stability; the runner-up is 0.0083 hartree higher.